Density functional theory data (ωB97M-V/def2-TZVPD) for a molecular structure, C44H59AuO3P3.

Properties
Energy above the lowest of the compared OMol25 structures with the same formula, charge and spin in kJ/mol: 0.0
LUMO energy in hartree: -0.062
Orbital gap in eV: 9.3486
Charge: +1

Atoms and positions in Å:
Au (0.719, -0.891, 0.068)
O (-0.382, -2.045, -1.391)
P (-1.644, -1.763, -2.162)
C (-1.375, -0.520, -3.452)
P (-0.998, 1.138, -2.800)
O (-0.191, 1.095, -1.546)
C (-2.574, 1.968, -2.561)
C (-2.898, 2.411, -1.284)
C (-4.096, 3.077, -1.070)
C (-4.968, 3.294, -2.126)
C (-4.646, 2.853, -3.404)
C (-3.447, 2.197, -3.624)
C (-0.181, 2.005, -4.144)
C (-0.198, 1.580, -5.468)
C (0.440, 2.329, -6.448)
C (1.095, 3.501, -6.106)
C (1.114, 3.932, -4.784)
C (0.477, 3.189, -3.806)
C (-2.213, -3.248, -2.986)
C (-2.383, -4.376, -2.180)
C (-2.827, -5.563, -2.735)
C (-3.106, -5.632, -4.095)
C (-2.937, -4.516, -4.900)
C (-2.489, -3.324, -4.347)
C (-3.004, -1.211, -1.133)
C (-2.814, -0.982, 0.225)
C (-3.885, -0.585, 1.014)
C (-5.138, -0.416, 0.447)
C (-5.332, -0.644, -0.911)
C (-4.269, -1.046, -1.699)
H (-2.239, -0.462, -4.118)
H (-0.507, -0.872, -4.018)
H (-2.207, 2.227, -0.470)
H (-4.350, 3.427, -0.078)
H (-5.901, 3.816, -1.957)
H (-5.323, 3.035, -4.228)
H (-3.182, 1.885, -4.629)
H (-0.702, 0.664, -5.751)
H (0.427, 1.994, -7.476)
H (1.596, 4.081, -6.869)
H (1.625, 4.848, -4.520)
H (0.494, 3.518, -2.773)
H (-2.161, -4.323, -1.121)
H (-2.957, -6.436, -2.110)
H (-3.452, -6.561, -4.528)
H (-3.149, -4.573, -5.959)
H (-2.351, -2.466, -4.991)
H (-1.832, -1.114, 0.664)
H (-3.738, -0.413, 2.073)
H (-5.973, -0.107, 1.064)
H (-6.312, -0.514, -1.350)
H (-4.430, -1.247, -2.753)
C (3.342, 0.658, -2.017)
O (2.808, -0.648, -1.814)
H (4.081, 0.667, -2.821)
H (3.799, 1.051, -1.104)
H (2.504, 1.296, -2.283)
H (3.529, -1.238, -1.571)
C (0.059, -2.441, 5.542)
C (-0.893, -1.403, 4.927)
C (-0.436, -0.973, 3.526)
C (1.096, -0.960, 3.457)
C (1.610, -2.412, 3.555)
C (0.703, -3.279, 4.444)
P (1.702, -0.143, 1.941)
C (3.524, -0.351, 1.826)
C (4.319, 0.051, 3.084)
C (5.753, -0.504, 3.040)
C (6.258, -0.588, 1.604)
C (5.428, -1.602, 0.796)
C (3.995, -1.724, 1.335)
C (1.477, 1.678, 2.124)
C (0.138, 2.158, 1.534)
C (-0.102, 3.615, 1.914)
C (-0.287, 3.775, 3.434)
C (0.400, 2.647, 4.213)
C (1.712, 2.250, 3.546)
H (-0.477, -3.072, 6.250)
H (0.845, -1.940, 6.115)
H (-0.957, -0.526, 5.576)
H (-1.902, -1.815, 4.861)
H (-0.867, -0.005, 3.273)
H (-0.796, -1.677, 2.769)
H (1.476, -0.381, 4.305)
H (2.626, -2.409, 3.958)
H (1.667, -2.851, 2.555)
H (1.284, -4.099, 4.867)
H (-0.082, -3.740, 3.838)
H (3.759, 0.362, 1.024)
H (3.817, -0.314, 3.984)
H (4.348, 1.140, 3.163)
H (5.784, -1.500, 3.491)
H (6.408, 0.125, 3.643)
H (7.313, -0.864, 1.582)
H (6.195, 0.404, 1.147)
H (5.905, -2.583, 0.821)
H (5.413, -1.299, -0.256)
H (3.973, -2.432, 2.164)
H (3.322, -2.125, 0.573)
H (2.259, 2.067, 1.460)
H (-0.692, 1.547, 1.903)
H (0.152, 2.023, 0.452)
H (-0.974, 4.002, 1.383)
H (0.750, 4.210, 1.572)
H (-1.349, 3.799, 3.685)
H (0.124, 4.735, 3.753)
H (-0.257, 1.774, 4.274)
H (0.584, 2.959, 5.243)
H (2.263, 1.553, 4.177)
H (2.346, 3.138, 3.466)

=====

Density functional theory data (ωB97M-V/def2-TZVPD) for a molecular structure, C44H59N4O4PSTi.

Properties
Energy above the lowest of the compared OMol25 structures with the same formula, charge and spin in kJ/mol: 0.0
LUMO energy (spin up / spin down) in hartree: -0.271 / -0.255
Orbital gap (spin up / spin down) in eV: 8.5393 / 8.9745
Charge: +3
Spin multiplicity: 2

Atoms and positions in Å:
Ti (0.514, -0.258, 0.212)
C (3.862, -2.897, 1.501)
O (2.768, -1.998, 1.712)
C (2.098, -2.235, 2.939)
C (1.325, -1.000, 3.317)
O (0.347, -0.688, 2.293)
C (-0.950, -0.264, 2.775)
C (-1.997, -0.726, 1.789)
O (-1.622, -0.302, 0.475)
C (-2.665, -0.486, -0.489)
H (4.590, -2.811, 2.309)
H (4.333, -2.622, 0.560)
H (3.511, -3.929, 1.439)
H (2.818, -2.441, 3.737)
H (1.432, -3.103, 2.849)
H (2.012, -0.162, 3.435)
H (0.804, -1.157, 4.261)
H (-0.960, 0.822, 2.875)
H (-1.166, -0.717, 3.742)
H (-2.960, -0.286, 2.061)
H (-2.081, -1.816, 1.801)
H (-3.573, 0.006, -0.141)
H (-2.855, -1.550, -0.643)
H (-2.338, -0.031, -1.421)
N (0.893, 2.439, -2.519)
C (2.192, 1.922, -3.011)
C (3.212, 1.797, -1.865)
C (3.360, 0.462, -1.108)
N (2.578, 0.411, 0.171)
C (2.994, -0.774, -1.926)
C (1.744, -0.566, -2.773)
N (0.521, -0.339, -1.926)
C (1.973, 0.593, -3.733)
H (1.010, 3.399, -2.200)
H (0.431, 2.033, -0.687)
H (0.252, 2.506, -3.306)
H (2.616, 2.630, -3.727)
H (3.032, 2.599, -1.140)
H (4.192, 2.009, -2.293)
H (4.414, 0.398, -0.836)
H (2.658, 1.309, 0.645)
H (3.050, -0.272, 0.772)
H (2.852, -1.623, -1.246)
H (3.819, -1.032, -2.592)
H (1.570, -1.469, -3.350)
H (-0.174, -1.041, -2.186)
H (0.146, 0.579, -2.185)
H (1.141, 0.684, -4.437)
H (2.859, 0.362, -4.328)
N (0.162, 1.761, 0.274)
P (-0.276, 3.138, 1.030)
C (-1.953, 3.018, 1.664)
C (-2.280, 3.359, 2.975)
C (-3.601, 3.289, 3.397)
C (-4.594, 2.894, 2.513)
C (-4.273, 2.556, 1.202)
C (-2.956, 2.610, 0.779)
C (0.798, 3.552, 2.406)
C (1.582, 2.567, 2.996)
C (2.375, 2.865, 4.094)
C (2.381, 4.156, 4.604)
C (1.597, 5.145, 4.020)
C (0.807, 4.849, 2.921)
C (-0.158, 4.523, -0.106)
C (-1.275, 5.127, -0.677)
C (-1.108, 6.178, -1.570)
C (0.164, 6.629, -1.888)
C (1.283, 6.040, -1.306)
C (1.124, 4.994, -0.414)
H (-1.510, 3.679, 3.665)
H (-3.855, 3.557, 4.413)
H (-5.624, 2.858, 2.840)
H (-5.056, 2.268, 0.511)
H (-2.695, 2.356, -0.242)
H (1.556, 1.569, 2.579)
H (2.989, 2.102, 4.554)
H (3.002, 4.395, 5.456)
H (1.607, 6.147, 4.425)
H (0.206, 5.625, 2.460)
H (-2.272, 4.801, -0.414)
H (-1.976, 6.655, -2.005)
H (0.287, 7.458, -2.571)
H (2.272, 6.414, -1.533)
H (1.993, 4.565, 0.075)
O (0.179, -2.277, -0.039)
S (0.717, -3.714, 0.121)
C (-0.531, -4.598, 1.150)
C (-1.767, -5.128, 0.496)
C (-2.929, -4.361, 0.435)
C (-4.071, -4.859, -0.170)
C (-4.064, -6.132, -0.725)
C (-2.919, -6.914, -0.648)
C (-1.779, -6.417, -0.034)
C (0.554, -4.573, -1.490)
C (-0.089, -3.821, -2.618)
C (-1.374, -3.293, -2.503)
C (-1.976, -2.670, -3.587)
C (-1.306, -2.584, -4.803)
C (-0.037, -3.133, -4.930)
C (0.572, -3.740, -3.840)
H (-0.754, -3.864, 1.927)
H (0.064, -5.400, 1.593)
H (-2.951, -3.380, 0.893)
H (-4.975, -4.264, -0.195)
H (-4.956, -6.525, -1.193)
H (-2.919, -7.918, -1.049)
H (-0.904, -7.051, 0.061)
H (-0.006, -5.484, -1.271)
H (1.579, -4.847, -1.738)
H (-1.922, -3.419, -1.576)
H (-2.984, -2.286, -3.496)
H (-1.784, -2.125, -5.657)
H (0.473, -3.102, -5.884)
H (1.556, -4.181, -3.954)

=====

Density functional theory data (ωB97M-V/def2-TZVPD) for a molecular structure, C44H60GeN7P3S2SeTc in a non-equilibrium geometry.

Properties
LUMO energy (spin up / spin down) in hartree: -0.159 / -0.159
Orbital gap (spin up / spin down) in eV: 5.7223 / 5.7147
Charge: +1

Atoms and positions in Å:
Tc (0.081, 1.574, 0.381)
C (-3.429, 0.290, -4.174)
C (-3.307, 0.361, -2.651)
C (-3.542, -1.030, -2.082)
P (-1.707, 1.166, -2.010)
C (-0.446, 0.180, -2.986)
N (0.061, -0.958, -2.247)
Ge (0.268, -0.895, -0.333)
N (1.987, -1.497, 0.454)
C (2.692, -0.577, 1.305)
P (2.430, 1.193, 0.893)
C (3.222, 2.033, 2.363)
C (4.367, 1.281, 3.044)
C (2.138, 2.282, 3.404)
C (3.670, 1.453, -0.500)
C (3.454, 0.400, -1.586)
C (5.146, 1.503, -0.114)
C (2.225, -2.823, 0.717)
C (3.164, -3.306, 1.633)
C (3.294, -4.663, 1.860)
C (2.480, -5.569, 1.205)
C (1.550, -5.108, 0.287)
C (1.436, -3.754, 0.031)
N (0.545, -3.180, -0.939)
C (1.154, -3.053, -2.241)
C (1.969, -4.016, -2.802)
C (2.410, -3.863, -4.108)
C (2.019, -2.751, -4.834)
C (1.236, -1.766, -4.263)
C (0.800, -1.892, -2.944)
C (-0.674, -3.917, -1.002)
C (-0.836, -5.081, -1.745)
C (-1.981, -5.848, -1.608)
C (-2.977, -5.462, -0.721)
C (-2.875, -4.259, -0.057)
C (-1.738, -3.461, -0.213)
N (-1.610, -2.172, 0.260)
C (-2.540, -1.509, 0.806)
P (-1.639, 1.489, 2.525)
C (-2.883, 0.433, 3.522)
C (-2.314, -0.947, 3.840)
C (-4.292, 0.380, 2.943)
C (-1.305, 2.733, 3.909)
C (-0.719, 2.016, 5.128)
C (-2.521, 3.573, 4.288)
C (-1.960, 2.811, -2.928)
C (-1.098, 3.038, -4.166)
C (-1.873, 4.016, -1.988)
H (-4.465, 0.073, -4.431)
H (-2.824, -0.518, -4.581)
H (-3.158, 1.217, -4.671)
H (-4.095, 1.024, -2.270)
H (-2.710, -1.695, -2.309)
H (-4.445, -1.457, -2.517)
H (-3.674, -0.989, -1.004)
H (0.364, 0.858, -3.286)
H (-0.940, -0.178, -3.895)
H (3.773, -0.741, 1.207)
H (2.408, -0.720, 2.361)
H (3.583, 2.996, 1.982)
H (3.990, 0.419, 3.589)
H (4.824, 1.952, 3.769)
H (5.143, 0.953, 2.364)
H (1.656, 1.338, 3.656)
H (1.391, 2.973, 3.027)
H (2.569, 2.700, 4.310)
H (3.436, 2.445, -0.905)
H (3.841, -0.567, -1.271)
H (3.977, 0.694, -2.494)
H (2.400, 0.288, -1.831)
H (5.506, 0.550, 0.267)
H (5.350, 2.297, 0.599)
H (5.713, 1.726, -1.017)
H (3.799, -2.630, 2.182)
H (4.030, -5.010, 2.567)
H (2.564, -6.625, 1.403)
H (0.914, -5.814, -0.224)
H (2.269, -4.881, -2.227)
H (3.042, -4.614, -4.552)
H (2.340, -2.640, -5.858)
H (0.974, -0.899, -4.848)
H (-0.059, -5.394, -2.424)
H (-2.091, -6.761, -2.174)
H (-3.844, -6.086, -0.571)
H (-3.678, -3.948, 0.594)
H (-3.507, -1.913, 1.082)
H (-2.345, -0.458, 0.983)
H (-2.969, 0.961, 4.475)
H (-2.170, -1.551, 2.947)
H (-2.995, -1.477, 4.506)
H (-1.353, -0.857, 4.341)
H (-4.326, -0.003, 1.928)
H (-4.751, 1.365, 2.946)
H (-4.905, -0.262, 3.571)
H (-0.557, 3.424, 3.517)
H (-1.497, 1.579, 5.751)
H (-0.165, 2.720, 5.745)
H (-0.039, 1.219, 4.833)
H (-3.352, 2.977, 4.660)
H (-2.864, 4.158, 3.440)
H (-2.233, 4.262, 5.080)
H (-3.007, 2.751, -3.242)
H (-0.060, 3.226, -3.902)
H (-1.468, 3.917, -4.693)
H (-1.135, 2.195, -4.852)
H (-0.867, 4.422, -1.941)
H (-2.189, 3.753, -0.979)
H (-2.524, 4.813, -2.343)
S (-0.009, 3.833, 1.097)
C (1.151, 4.667, 0.120)
C (1.599, 5.917, 0.579)
N (1.972, 6.911, 1.010)
C (1.596, 4.102, -1.043)
S (1.009, 2.544, -1.563)
C (2.532, 4.726, -1.878)
N (3.318, 5.189, -2.572)
Se (-4.960, 2.805, -0.139)
C (-3.643, 2.512, 0.863)
N (-2.695, 2.387, 1.597)

=====

Density functional theory data (ωB97M-V/def2-TZVPD) for a molecular structure, C44H62ClN5NdO10PSSi2Te in a non-equilibrium geometry.

Properties
LUMO energy (spin up / spin down) in hartree: -0.024 / -0.024
Orbital gap (spin up / spin down) in eV: 3.5861 / 3.6096
Charge: 0
Spin multiplicity: 4

Atoms and positions in Å:
Nd (-0.661, 0.404, -0.441)
O (-3.972, 0.567, -3.184)
C (-2.817, 0.692, -2.779)
O (-2.454, 1.129, -1.627)
C (-1.766, 0.367, -3.845)
C (-1.979, 0.736, -5.196)
C (-1.023, 0.628, -6.200)
C (0.073, -0.182, -6.034)
C (0.165, -0.809, -4.771)
C (-0.600, -0.462, -3.616)
O (-0.167, -0.703, -2.333)
N (1.192, -1.811, -4.666)
O (2.003, -1.948, -5.633)
O (1.260, -2.524, -3.630)
N (-1.011, 1.479, -7.351)
O (0.102, 1.550, -7.952)
O (-2.005, 2.149, -7.685)
H (-2.918, 1.202, -5.422)
H (0.784, -0.438, -6.806)
Cl (-4.007, -2.784, -0.653)
C (-5.422, -2.009, -0.084)
C (-6.607, -2.591, -0.601)
C (-7.857, -2.097, -0.295)
C (-7.960, -0.987, 0.533)
C (-6.776, -0.432, 1.070)
C (-5.500, -0.869, 0.739)
P (-4.055, -0.034, 1.475)
C (-4.324, -0.567, 3.146)
C (-5.201, 0.105, 3.987)
C (-5.408, -0.359, 5.289)
C (-4.639, -1.340, 5.854)
C (-3.774, -2.007, 5.020)
C (-3.601, -1.635, 3.696)
C (-4.586, 1.677, 1.314)
C (-4.269, 2.573, 2.344)
C (-4.717, 3.879, 2.306)
C (-5.411, 4.357, 1.172)
C (-5.577, 3.526, 0.097)
C (-5.250, 2.181, 0.193)
H (-6.471, -3.393, -1.338)
H (-8.766, -2.575, -0.673)
H (-8.904, -0.489, 0.704)
H (-6.855, 0.417, 1.734)
H (-5.826, 0.882, 3.535)
H (-6.175, 0.035, 5.922)
H (-4.759, -1.643, 6.882)
H (-3.228, -2.883, 5.430)
H (-2.968, -2.241, 3.048)
H (-3.720, 2.254, 3.241)
H (-4.589, 4.522, 3.184)
H (-5.659, 5.430, 1.065)
H (-5.988, 3.952, -0.819)
H (-5.482, 1.502, -0.629)
O (-0.740, -2.340, 0.181)
H (0.173, -2.602, -0.105)
H (-1.273, -2.874, -0.521)
O (-0.615, -0.347, 2.014)
H (-0.609, -1.325, 1.869)
H (-0.703, -0.181, 2.958)
O (-1.505, -3.851, -2.138)
H (-0.720, -3.634, -2.682)
H (-2.183, -4.144, -2.782)
C (-0.817, 5.812, -0.660)
N (-0.273, 4.493, -0.555)
C (-0.117, 3.751, -1.789)
C (-0.075, 3.883, 0.646)
N (-0.070, 2.537, 0.691)
N (0.109, 4.745, 1.720)
C (-0.157, 4.311, 3.096)
C (1.140, 5.778, 1.627)
H (-1.566, 5.802, -1.462)
H (-0.025, 6.518, -0.972)
H (-1.313, 6.169, 0.246)
H (0.404, 4.381, -2.472)
H (-1.040, 3.393, -2.217)
H (0.545, 2.874, -1.615)
H (-0.011, 2.171, 1.664)
H (0.788, 4.016, 3.620)
H (-0.941, 3.533, 3.077)
H (-0.560, 5.181, 3.617)
H (1.496, 5.949, 0.596)
H (2.026, 5.552, 2.239)
H (0.718, 6.735, 1.906)
S (2.684, 0.083, -0.072)
C (3.527, 1.230, -1.123)
C (3.611, 0.918, -2.505)
C (4.270, 1.779, -3.383)
C (4.894, 2.925, -2.925)
C (4.837, 3.197, -1.568)
C (4.169, 2.393, -0.657)
H (3.137, -0.005, -2.858)
H (4.181, 1.510, -4.436)
H (5.496, 3.488, -3.641)
H (5.366, 4.045, -1.151)
H (4.212, 2.617, 0.424)
C (4.407, 0.142, 2.880)
Si (5.692, -1.187, 2.433)
C (7.388, -0.465, 2.678)
C (5.333, -2.679, 3.539)
C (5.782, -1.620, 0.585)
Te (4.147, -2.026, -0.851)
C (3.577, -3.781, 0.401)
Si (3.751, -5.431, -0.491)
C (4.593, -6.510, 0.835)
C (4.846, -5.242, -2.026)
C (2.080, -6.052, -0.873)
H (4.421, 0.384, 3.956)
H (3.378, -0.086, 2.618)
H (4.686, 1.042, 2.336)
H (7.616, -0.119, 3.678)
H (7.581, 0.396, 1.999)
H (8.163, -1.211, 2.418)
H (5.347, -2.375, 4.601)
H (6.101, -3.431, 3.359)
H (4.333, -3.192, 3.383)
H (6.295, -2.592, 0.549)
H (6.451, -0.943, 0.038)
H (2.548, -3.576, 0.725)
H (4.272, -3.789, 1.258)
H (5.665, -6.265, 0.927)
H (4.553, -7.581, 0.536)
H (4.165, -6.475, 1.839)
H (5.738, -4.659, -1.790)
H (4.337, -4.730, -2.848)
H (5.179, -6.209, -2.408)
H (1.425, -5.917, 0.003)
H (2.128, -7.115, -1.146)
H (1.674, -5.558, -1.757)

=====

Going through the records in order, we get electronic energy values of -3097.471150; -3820.326395; -8475.320415; -5348.033413 a.u..
Going through the records in order, we get molecular weight values of 925.8; 818.9; 1093.6; 1247.5 g/mol.